Entry 1:
Entry from the Open Molecules 2025 dataset: a gas-phase ion, C5H8N (charge +1) (ωB97M-V/def2-TZVPD).

Its total charge is +1. The HOMO-LUMO gap (alpha / beta) is 8.77 / 6.27 eV. The calculation puts the energy at -6792.21373 eV. The relative energy (zero: lowest compared OMol25 entry of this formula, charge and spin) is 5.875 eV. Its HOMO energy (alpha / beta) is -15.14 / -13.91 eV. The LUMO energy (alpha / beta) is -6.4 / -7.6 eV. The max |F| comes out at 4.6 eV Å⁻¹.

Structure (XYZ):
```
14
Properties=species:S:1:pos:R:3:forces:R:3
C 0.2112 -0.2350 0.3259 -2.5 1.4 -1.1
C 1.1666 0.7258 -0.5042 1.6 -0.9 -2.2
C 2.3159 -0.3332 -0.1882 -0.9 -2.0 -2.1
C -1.2552 0.0082 0.5226 3.3 -2.1 -2.4
C -2.2750 -0.0372 -0.5135 -2.8 1.1 -0.1
N 1.1866 -1.0248 0.4885 -0.2 -1.2 1.1
H 1.3639 1.5572 0.1261 -0.2 1.2 0.0
H 0.9155 0.8730 -1.6422 0.3 -0.1 2.4
H 2.5897 -1.1067 -1.0782 -0.4 2.2 1.9
H 3.2053 -0.1791 0.4568 -0.8 0.4 -0.5
H -1.5325 0.1499 1.4765 -0.8 0.8 3.5
H -2.3602 -1.0210 -0.9648 0.6 -0.2 -0.5
H -2.1126 0.7473 -1.2676 0.3 -0.4 -0.3
H -3.4038 0.1713 -0.2102 2.6 -0.2 0.2
```
Forces are in eV/Å.

---

Entry 2:
Entry from the Open Molecules 2025 dataset: a molecular structure, C28H22N7Pd (ωB97M-V/def2-TZVPD).

Its total charge is +1. The HOMO-LUMO gap (alpha / beta) is 6.47 / 5.90 eV. The spin multiplicity is 3. The calculation puts the energy at -43290.81477 eV. The relative energy (zero: lowest compared OMol25 entry of this formula, charge and spin) is 4.380 eV. Its HOMO energy (alpha / beta) is -9.92 / -10.51 eV. The LUMO energy (alpha / beta) is -3.5 / -4.6 eV. The max |F| comes out at 0.7 eV Å⁻¹.

Structure (XYZ):
```
58
Properties=species:S:1:pos:R:3:forces:R:3
Pd -0.0767 0.3114 -0.2823 0.1 0.5 0.2
C -4.6696 -2.3732 -0.9940 0.0 0.0 0.0
C -3.4913 -2.3054 -1.7265 -0.1 -0.1 0.0
C -2.6201 -1.2504 -1.5364 0.0 0.3 0.2
C -2.9270 -0.2341 -0.6184 -0.3 -0.4 -0.2
C -4.0958 -0.3292 0.1432 0.2 0.1 0.0
C -4.9577 -1.3932 -0.0538 0.0 0.0 0.0
N -1.9887 0.7879 -0.4767 0.2 0.2 0.1
C -2.2355 2.0963 -0.2585 0.1 -0.1 -0.1
C -3.4999 2.7332 -0.2881 -0.1 0.1 0.0
C -3.5884 4.0739 -0.0321 -0.2 -0.2 0.0
C -2.4431 4.8461 0.2547 0.2 0.0 0.0
C -1.1942 4.2776 0.2536 0.0 0.1 0.0
C -1.0759 2.9092 -0.0193 0.1 0.0 0.0
N 0.0956 2.2206 -0.0884 -0.5 -0.4 -0.2
N 1.2760 2.7312 0.2057 0.6 0.3 0.1
C 2.2640 1.9069 0.2630 -0.5 0.0 0.0
C 3.5818 2.2415 0.7403 0.4 0.0 0.1
C 4.5662 1.3379 0.8485 -0.2 0.1 -0.1
C 4.5364 -0.0535 0.2715 0.1 0.1 0.0
C 3.3004 -1.0016 0.6081 -0.2 -0.2 -0.1
N 1.9717 0.4822 0.1148 -0.5 0.0 -0.1
H -5.3568 -3.1941 -1.1472 0.0 0.0 0.0
H -3.2622 -3.0752 -2.4513 0.0 0.0 0.0
H -1.7013 -1.1675 -2.1070 0.0 0.0 -0.1
H -4.2958 0.4098 0.9077 -0.1 0.0 0.0
H -5.8591 -1.4654 0.5405 0.0 0.0 0.0
H -4.3815 2.1619 -0.5378 0.0 0.0 0.0
H -4.5574 4.5541 -0.0565 0.0 0.0 0.0
H -2.5516 5.9016 0.4629 0.0 0.0 0.0
H -0.2994 4.8526 0.4438 0.0 0.0 0.0
H 3.7209 3.2551 1.0921 0.0 0.0 0.0
H 5.4978 1.6460 1.3043 0.0 0.0 0.0
H 5.4893 -0.5460 0.4387 0.0 0.0 0.0
H 3.4965 -2.0233 0.9160 0.0 0.0 0.0
C 0.8141 -2.6650 5.4425 0.0 0.0 0.0
C 2.0747 -2.2790 4.9918 0.0 0.0 0.0
C 2.2182 -1.6407 3.7799 -0.1 0.1 -0.1
C 1.0769 -1.3698 2.9900 0.4 -0.3 0.3
C -0.1960 -1.7645 3.4604 0.1 0.1 -0.2
C -0.3183 -2.4022 4.6727 0.0 -0.1 0.1
N 1.1036 -0.7278 1.8027 -0.3 -0.1 -0.3
N 2.2761 -0.2316 1.3444 0.2 0.3 0.5
C 2.7319 -0.5155 -0.7532 0.2 0.0 -0.3
C 4.0824 -0.0766 -1.2309 -0.2 0.1 0.1
C 3.9098 1.0143 -2.2316 0.1 -0.1 0.0
C 2.8101 0.8940 -2.9888 0.1 0.3 -0.1
C 1.8419 -0.1921 -2.7758 0.0 -0.3 0.1
N 1.7646 -0.9421 -1.7296 0.2 -0.2 0.0
H 0.7164 -3.1620 6.3981 0.0 0.0 0.0
H 2.9469 -2.4699 5.6029 0.0 0.0 0.0
H 3.1918 -1.3138 3.4388 0.0 0.0 0.1
H -1.0542 -1.5398 2.8397 0.0 0.0 0.0
H -1.2938 -2.6948 5.0369 0.0 0.0 0.0
H 4.5836 -0.9138 -1.7304 -0.1 -0.1 0.1
H 4.6563 1.7819 -2.3917 0.0 0.0 -0.1
H 2.6130 1.5733 -3.8079 0.0 0.0 0.0
H 1.1006 -0.3692 -3.5501 0.0 0.0 0.0
```
Forces are in eV/Å.

---

Entry 3:
Entry from the Open Molecules 2025 dataset: a molecular structure, C23H56BF10NO25PtS9 (ωB97M-V/def2-TZVPD).

The HOMO-LUMO gap (alpha / beta) is 5.01 / 3.34 eV. The spin multiplicity is 3. The calculation puts the energy at -206036.29074 eV. The relative energy (zero: lowest compared OMol25 entry of this formula, charge and spin) is 16.059 eV. Its HOMO energy (alpha / beta) is -10.17 / -10.17 eV. The LUMO energy (alpha / beta) is -5.2 / -6.8 eV. The max |F| comes out at 4.7 eV Å⁻¹.

Structure (XYZ):
```
126
Properties=species:S:1:pos:R:3:forces:R:3
Pt -0.4584 -0.6273 4.5535 0.5 -0.3 0.3
B 2.8365 -2.8736 6.5389 -0.5 -1.8 1.3
F 2.5760 -2.2551 7.7561 0.9 0.8 0.7
F 1.6776 -3.6588 6.3873 -0.8 -0.9 -0.9
F 2.9055 -1.9931 5.5222 -0.3 2.3 -2.1
F 3.9881 -3.6615 6.4687 0.1 -0.1 0.5
C 2.9534 0.0282 -0.2264 -0.1 0.3 1.9
F 3.6055 0.5639 -1.2112 0.4 0.4 -0.5
F 3.4830 -1.0984 0.1427 0.3 -1.4 -0.3
F 3.0047 0.8168 0.8718 -0.5 -0.1 -1.1
S 1.1826 -0.1359 -0.8219 -1.7 3.7 -0.7
O 0.6103 1.1402 -0.3989 0.7 -2.1 -0.3
O 1.2332 -0.3509 -2.2812 0.1 -0.6 3.1
N 0.3820 -1.3574 0.2726 2.6 1.6 -1.7
S 0.0473 -2.4983 -0.6644 -3.7 0.6 0.7
O 0.9434 -2.8261 -1.7375 0.4 -1.2 -0.5
O -0.3375 -3.7082 0.1027 0.5 -0.1 -0.4
C -1.6687 -1.8289 -1.3503 0.6 -0.2 -0.6
F -2.3906 -1.2855 -0.3722 0.6 -0.4 -0.1
F -1.3828 -0.8863 -2.2526 -0.2 -0.4 0.4
F -2.3720 -2.7921 -1.9189 0.1 -0.1 0.0
O 11.6113 0.9797 3.0930 -2.9 2.0 0.9
S 10.3724 1.7438 3.4110 1.9 1.1 -0.1
O 10.3806 2.8913 4.3616 0.1 -2.4 -2.4
O 9.7320 2.2344 1.9115 0.4 -0.1 1.7
C 10.0344 3.6081 1.5746 0.3 0.9 -0.8
C 9.4642 4.0499 0.1931 -0.8 -1.3 0.6
C 9.1176 0.5981 3.8941 0.0 0.0 -0.2
H 11.1122 3.7426 1.4834 0.2 -0.3 0.1
H 9.7277 4.2741 2.3810 -0.3 -0.1 0.0
H 9.5548 3.2439 -0.5351 0.9 0.1 -0.1
H 9.9257 4.9818 -0.1334 0.1 -0.2 0.0
H 8.3798 4.1434 0.1342 -0.2 0.5 0.7
H 8.1577 1.0850 4.0664 0.1 0.1 -0.5
H 9.3752 0.1357 4.8469 0.5 0.0 -0.2
H 9.1392 -0.1191 3.0736 -0.4 -0.2 0.2
O 1.4680 -0.7561 -10.0571 0.4 -2.6 -0.8
S 1.7355 -2.1810 -10.3340 0.2 1.1 2.8
O 1.6967 -2.7425 -11.6544 0.1 0.4 0.9
O 3.2074 -2.5677 -9.6859 -0.6 0.8 -0.1
C 3.6075 -1.9573 -8.3935 0.5 -0.6 -0.4
C 4.5067 -2.9585 -7.6454 -0.9 0.2 -0.3
C 0.7248 -3.2654 -9.1430 1.4 1.3 -2.0
H 2.7398 -1.6376 -7.8164 -0.1 -0.2 -0.1
H 4.2224 -1.0738 -8.5651 -0.3 0.1 -0.4
H 5.4850 -3.0307 -8.1206 -0.1 0.0 0.1
H 4.0630 -3.9530 -7.5982 -0.1 0.0 -0.1
H 4.5806 -2.6027 -6.6178 0.3 0.0 0.0
H 1.3604 -4.1494 -9.1935 -0.7 -0.3 0.1
H -0.2253 -3.3051 -9.6757 -0.1 -0.4 0.6
H 0.7330 -2.8126 -8.1515 -0.2 0.0 -0.3
O 0.1538 7.0755 6.1475 -0.2 -0.4 -2.0
S 0.4629 6.7285 4.7622 0.7 0.5 1.2
O 0.5301 5.3392 4.3738 -1.2 1.2 -0.3
O -0.4819 7.6370 3.7404 2.0 -3.5 1.2
C -0.5466 9.0273 3.9096 -0.5 0.6 0.4
C -1.6924 9.2932 3.0243 -0.2 1.8 -0.4
C 2.0689 7.3972 4.4514 1.0 0.3 -0.2
H 0.2853 9.6011 3.5013 0.7 -0.5 0.4
H -0.7650 9.2758 4.9482 0.3 0.1 0.1
H -2.5854 8.8700 3.4841 -0.1 0.0 -0.8
H -1.3639 8.9794 2.0335 -0.8 -0.6 0.0
H -1.7493 10.3770 2.9230 -0.6 0.2 0.1
H 2.8643 6.6588 4.5525 -0.5 -0.5 0.5
H 2.2383 8.1636 5.2078 0.0 0.2 -0.4
H 2.2447 7.7225 3.4260 -0.6 0.4 0.1
O 10.3402 -8.1424 1.1369 -1.0 2.4 0.2
S 9.8916 -6.7478 1.1049 3.1 -0.3 -0.6
O 9.9002 -5.9005 2.2757 0.1 -0.7 -1.0
O 10.9054 -6.0872 -0.1069 -1.2 -2.1 1.1
C 11.1256 -4.7138 -0.1517 0.1 1.7 -0.5
C 10.0835 -3.9468 -0.9962 -1.0 -0.3 0.8
C 8.3834 -6.6636 0.2481 -0.4 -0.8 0.1
H 12.0131 -4.5034 -0.7485 0.6 -0.7 0.4
H 11.3323 -4.4202 0.8775 -0.4 0.8 -0.1
H 9.0734 -4.0113 -0.5917 -0.1 0.0 0.2
H 10.0174 -4.3978 -1.9863 0.3 0.0 -0.1
H 10.2448 -2.8744 -1.1058 0.5 -0.1 0.1
H 7.5853 -6.6825 0.9902 0.0 0.1 -0.1
H 8.4651 -7.6376 -0.2343 -0.7 0.3 -0.6
H 8.3244 -5.8084 -0.4252 0.0 -0.4 0.2
O -6.4971 4.8429 4.2644 0.7 -1.8 -1.7
S -6.4110 3.7014 3.3385 -1.1 1.9 0.0
O -5.4189 2.6640 3.5049 -1.1 1.0 -0.4
O -7.8780 3.0431 3.3240 1.0 0.0 1.1
C -8.9866 3.7858 3.8775 -0.7 0.6 -0.5
C -10.0795 2.7916 3.8973 -1.9 -1.1 0.3
C -6.5000 4.2602 1.5541 0.5 -1.4 0.6
H -9.2167 4.6260 3.2223 0.0 -0.1 -0.5
H -8.9091 4.3095 4.8303 1.1 -0.8 0.3
H -10.9987 3.1465 4.3634 0.1 0.6 0.0
H -9.8859 1.8978 4.4904 0.6 0.1 0.0
H -10.4130 2.4273 2.9257 0.4 0.2 -0.2
H -5.4856 4.1649 1.1668 0.0 0.9 0.0
H -7.0784 5.1672 1.3787 0.6 0.3 0.5
H -7.0435 3.4889 1.0085 -0.1 -0.3 0.4
O -4.8033 -4.0574 4.5629 -2.6 -2.8 0.5
S -5.9009 -5.0681 4.6679 0.9 0.7 -0.9
O -6.8221 -5.1098 5.7820 1.1 0.3 -0.5
O -6.7929 -4.9042 3.3168 1.2 -0.1 0.2
C -8.0924 -4.3626 3.4179 -1.9 -0.4 -0.3
C -8.7980 -4.3848 2.0540 1.2 0.0 -0.1
C -5.3228 -6.8027 4.3058 0.3 1.6 -0.2
H -8.1102 -3.3444 3.8063 0.3 -0.1 0.2
H -8.6930 -5.0273 4.0388 0.1 0.3 0.5
H -8.1302 -3.9353 1.3191 -0.3 0.5 -0.1
H -9.7453 -3.8532 2.1436 0.1 0.0 -0.2
H -8.9534 -5.3911 1.6651 -0.2 -0.1 0.4
H -4.9825 -6.7764 3.2706 0.0 0.1 0.1
H -6.1423 -7.5166 4.3886 0.0 0.3 0.4
H -4.4623 -6.9775 4.9515 -0.3 -0.2 0.1
O -8.3681 1.9641 -7.8769 1.3 -0.8 1.7
S -7.6371 1.1630 -6.8826 1.0 0.5 -0.9
O -6.2234 1.5369 -6.5068 -4.5 -1.3 -0.6
O -8.6719 1.0122 -5.5719 2.3 -1.4 -1.0
C -9.5222 2.0999 -5.2063 -0.8 0.3 0.2
C -10.0727 1.8465 -3.7419 1.1 -0.6 -0.4
C -7.7249 -0.5780 -7.5967 -1.0 -0.4 0.5
H -10.3302 2.0987 -5.9379 -0.3 0.0 0.2
H -8.9585 2.9994 -5.4537 -0.2 0.4 1.0
H -9.3146 1.7867 -2.9610 0.6 0.8 -0.3
H -10.4006 0.8144 -3.6181 -0.6 -0.1 -0.8
H -10.8555 2.5068 -3.3687 0.1 0.1 -0.6
H -7.4173 -1.4376 -7.0011 0.7 0.7 0.5
H -7.3351 -0.7114 -8.6058 0.7 1.0 0.2
H -8.7726 -0.8265 -7.7660 -0.4 0.7 0.3
```
Forces are in eV/Å.

---

Which of these has the lowest energy? C23H56BF10NO25PtS9